[1]
{
  "formula": "C12H20FN4O4PSYb",
  "method": "wB97M-V/def2-TZVPD",
  "symbols": ["N", "C", "C", "C", "F", "C", "O", "N", "C", "P", "O", "O", "O", "C", "C", "C", "C", "C", "C", "N", "N", "C", "S", "H", "H", "H", "H", "H", "H", "H", "H", "H", "H", "H", "H", "H", "H", "H", "H", "H", "H", "H", "H", "Yb"],
  "xyz": [[3.21, 1.26, 3.03], [3.22, 1.70, 1.78], [1.84, 1.96, 0.97], [1.56, 0.59, 0.14], [2.91, 0.05, -0.07], [0.91, -0.60, 1.04], [1.08, -0.89, 2.23], [0.00, -1.23, 0.06], [0.04, -0.70, -1.37], [1.07, -2.01, -2.25], [1.51, -1.67, -3.67], [2.41, -2.58, -1.24], [0.03, -3.42, -2.41], [0.63, 0.78, -1.15], [-0.55, 1.87, -1.09], [-1.61, 1.66, 0.10], [-2.97, 0.92, -0.33], [-3.21, -0.52, 0.34], [-3.09, -0.53, 1.95], [-2.31, -1.69, 2.48], [1.28, 1.09, -2.48], [2.21, 2.00, -2.36], [3.70, 2.71, -2.14], [4.20, 1.17, 3.33], [4.24, 1.87, 1.30], [1.00, 2.22, 1.70], [2.08, 2.85, 0.27], [0.08, -2.26, -0.06], [-0.97, -0.60, -1.91], [2.05, -3.40, -0.78], [-0.81, -3.17, -1.93], [-1.13, 1.90, -2.09], [-0.11, 2.93, -0.95], [-1.15, 1.18, 1.04], [-1.92, 2.72, 0.43], [-3.85, 1.58, -0.01], [-3.07, 0.80, -1.48], [-2.58, -1.35, -0.16], [-4.30, -0.80, 0.11], [-2.67, 0.45, 2.38], [-4.16, -0.62, 2.37], [-1.78, -2.18, 1.75], [-1.66, -1.37, 3.21], [2.61, -4.67, -2.08]],
  "lowdin_charge": [0.09, -0.20, -0.06, -0.22, -0.04, -0.29, 0.13, 0.04, -0.21, 0.72, -0.25, -0.27, -0.22, -0.34, -0.10, -0.18, -0.20, -0.20, -0.26, -0.03, 0.05, -0.58, 0.75, 0.06, 0.12, 0.14, 0.10, 0.09, 0.16, 0.01, 0.10, 0.14, 0.14, 0.10, 0.13, 0.13, 0.11, 0.07, 0.12, 0.11, 0.12, 0.02, 0.07, 1.81],
  "charge": 2,
  "max_force_ha_per_bohr": 0.124,
  "orbital_gap_ev": 2.889,
  "homo_ev": -13.24,
  "spin_multiplicity": 1,
  "total_energy_ha": -2986.5138
}

[2]
{
  "formula": "C13H15N",
  "method": "wB97M-V/def2-TZVPD",
  "symbols": ["C", "C", "C", "C", "C", "C", "N", "H", "H", "H", "H", "H", "H", "H", "C", "C", "C", "C", "C", "C", "C", "H", "H", "H", "H", "H", "H", "H", "H"],
  "xyz": [[-0.52, -1.74, -0.48], [-1.36, -1.07, -1.48], [-2.08, -2.08, -2.37], [-0.88, 0.20, -2.12], [-1.96, 0.34, -1.33], [-2.76, 1.27, -0.67], [-3.55, 1.86, -0.03], [-1.06, -1.96, 0.51], [0.41, -1.05, -0.25], [-0.20, -2.73, -0.81], [-2.89, -1.59, -2.88], [-2.57, -2.82, -1.70], [-1.50, -2.51, -3.20], [-0.11, 0.73, -2.45], [1.13, -0.50, 2.99], [1.37, 0.30, 1.76], [2.47, 0.27, 0.92], [2.60, 1.19, -0.14], [1.67, 2.23, -0.27], [0.59, 2.22, 0.58], [0.46, 1.37, 1.62], [0.22, -1.06, 2.59], [2.02, -1.02, 3.41], [0.66, 0.08, 3.79], [3.20, -0.57, 0.84], [3.30, 1.27, -0.96], [1.79, 3.01, -0.97], [-0.12, 3.07, 0.77], [-0.32, 1.30, 2.31]],
  "lowdin_charge": [-0.05, -0.47, -0.05, 0.12, -0.11, -0.17, 0.15, 0.11, 0.11, 0.08, 0.07, 0.09, 0.09, 0.06, -0.05, -0.32, -0.06, -0.08, -0.11, -0.12, -0.07, 0.10, 0.09, 0.07, 0.12, 0.10, 0.09, 0.13, 0.10],
  "max_force_ha_per_bohr": 0.128,
  "orbital_gap_ev": 9.346,
  "homo_ev": -9.08,
  "spin_multiplicity": 1,
  "total_energy_ha": -558.9509,
  "relative_energy_ev": 5.1009
}

[3]
{
  "formula": "C17H34N2O16S",
  "method": "wB97M-V/def2-TZVPD",
  "symbols": ["C", "N", "C", "C", "C", "C", "O", "H", "H", "H", "H", "H", "H", "H", "H", "H", "H", "H", "H", "H", "H", "N", "O", "O", "O", "O", "S", "O", "O", "C", "C", "C", "H", "H", "H", "H", "H", "H", "H", "H", "C", "C", "O", "C", "O", "O", "H", "H", "H", "H", "C", "C", "O", "C", "O", "O", "H", "H", "H", "H", "C", "C", "O", "C", "O", "O", "H", "H", "H", "H"],
  "xyz": [[17.76, 27.65, 15.92], [18.02, 28.94, 15.36], [18.34, 30.02, 16.30], [19.29, 28.78, 14.53], [16.89, 29.24, 14.45], [16.84, 30.56, 13.61], [15.53, 30.67, 13.05], [16.82, 27.86, 16.32], [18.61, 27.41, 16.56], [17.70, 26.67, 15.50], [17.57, 29.96, 16.91], [18.49, 31.22, 16.02], [19.14, 29.98, 17.10], [20.20, 28.34, 15.28], [19.56, 29.62, 14.14], [19.17, 28.08, 13.94], [16.02, 29.21, 15.18], [16.78, 28.32, 13.81], [17.35, 30.38, 12.63], [17.04, 31.72, 14.00], [15.33, 31.59, 13.34], [16.33, 24.12, 15.58], [15.83, 25.18, 15.60], [17.62, 24.06, 15.33], [15.85, 23.08, 16.07], [17.42, 27.31, 11.85], [16.78, 26.59, 10.75], [17.48, 25.39, 10.29], [15.42, 25.96, 11.29], [15.52, 25.02, 12.27], [14.13, 24.66, 12.64], [16.41, 27.76, 9.46], [16.13, 25.29, 13.18], [16.00, 24.22, 12.00], [13.48, 25.57, 12.82], [13.98, 23.81, 13.33], [13.64, 24.17, 11.76], [17.41, 28.26, 9.27], [15.63, 28.50, 9.80], [16.11, 27.23, 8.57], [17.78, 20.49, 14.03], [18.40, 20.95, 15.36], [19.48, 20.07, 15.51], [19.72, 19.44, 14.34], [20.75, 18.98, 14.22], [18.93, 19.91, 13.45], [17.42, 21.34, 13.41], [16.97, 19.84, 14.12], [17.66, 20.72, 16.11], [18.65, 22.06, 15.60], [17.46, 24.03, 19.49], [18.63, 24.85, 18.92], [17.91, 26.10, 18.62], [16.65, 26.02, 18.98], [15.86, 26.91, 18.86], [16.39, 24.95, 19.63], [17.93, 23.65, 20.34], [17.12, 23.06, 19.06], [18.83, 24.12, 17.95], [19.43, 25.08, 19.45], [12.60, 25.83, 17.63], [12.63, 24.66, 16.80], [11.26, 24.41, 16.62], [10.58, 25.14, 17.45], [9.32, 25.05, 17.61], [11.28, 26.00, 18.18], [12.80, 26.82, 17.23], [13.18, 25.77, 18.48], [12.98, 23.84, 17.25], [13.06, 24.80, 15.78]],
  "lowdin_charge": [-0.03, -0.36, -0.02, 0.06, -0.09, -0.22, -0.10, 0.08, 0.12, 0.10, 0.04, 0.18, 0.13, 0.20, 0.04, 0.00, 0.17, 0.14, 0.12, 0.18, 0.10, -0.61, 0.00, -0.13, -0.04, -0.32, 0.64, -0.28, -0.23, -0.35, -0.06, -0.11, 0.12, 0.06, 0.10, 0.10, 0.09, 0.10, 0.10, 0.06, -0.08, -0.15, 0.05, -0.69, 0.21, 0.11, 0.14, 0.11, 0.11, 0.14, -0.10, -0.03, 0.05, -0.68, 0.14, 0.12, 0.10, 0.15, 0.18, 0.07, -0.13, -0.11, 0.11, -0.57, 0.05, 0.10, 0.15, 0.10, 0.10, 0.15],
  "max_force_ha_per_bohr": 0.200,
  "orbital_gap_ev": 7.890,
  "homo_ev": -8.45,
  "spin_multiplicity": 1,
  "total_energy_ha": -2379.2030,
  "relative_energy_ev": 2.9060
}

[4]
{
  "formula": "C13H12BClO3",
  "method": "wB97M-V/def2-TZVPD",
  "symbols": ["O", "B", "O", "C", "C", "C", "C", "C", "C", "O", "C", "C", "C", "C", "C", "C", "Cl", "C", "H", "H", "H", "H", "H", "H", "H", "H", "H", "H", "H", "H"],
  "xyz": [[-3.88, -2.14, -0.57], [-2.78, -1.24, -0.65], [-2.28, -0.91, -1.95], [-2.17, -0.67, 0.64], [-2.91, -0.22, 1.74], [-2.21, -0.16, 2.98], [-0.87, -0.42, 3.11], [-0.19, -0.76, 1.98], [-0.76, -0.89, 0.73], [-0.10, -1.24, -0.47], [1.32, -1.26, -0.43], [1.89, 0.18, -0.56], [3.19, 0.41, -1.07], [3.61, 1.59, -1.65], [2.68, 2.63, -1.69], [1.38, 2.43, -1.22], [0.13, 3.62, -1.47], [1.01, 1.20, -0.67], [-4.05, -2.29, -1.50], [-1.45, -0.59, -2.06], [-3.98, -0.11, 1.67], [-2.67, 0.16, 3.88], [-0.31, -0.47, 4.08], [0.90, -1.02, 2.03], [1.63, -1.65, 0.62], [1.67, -1.96, -1.23], [3.93, -0.41, -1.10], [4.45, 1.57, -2.33], [2.85, 3.65, -2.06], [-0.01, 0.97, -0.77]],
  "lowdin_charge": [0.15, -0.50, 0.15, -0.03, 0.01, -0.08, -0.09, -0.05, -0.19, -0.10, -0.11, -0.17, -0.05, -0.07, -0.10, -0.62, 0.66, -0.08, 0.09, 0.02, 0.12, 0.09, 0.13, 0.11, 0.13, 0.15, 0.12, 0.11, 0.10, 0.09],
  "max_force_ha_per_bohr": 0.114,
  "orbital_gap_ev": 9.462,
  "homo_ev": -8.85,
  "spin_multiplicity": 1,
  "total_energy_ha": -1213.3967
}

[5]
{
  "formula": "C49H59BBrN10O2PdS3",
  "method": "wB97M-V/def2-TZVPD",
  "symbols": ["Pd", "C", "C", "C", "C", "N", "C", "C", "N", "B", "N", "C", "C", "N", "C", "S", "C", "C", "C", "C", "N", "C", "C", "N", "C", "S", "C", "C", "C", "C", "C", "S", "H", "H", "H", "H", "H", "H", "H", "H", "H", "H", "H", "H", "H", "H", "H", "H", "H", "H", "H", "H", "H", "H", "H", "H", "H", "H", "H", "H", "H", "H", "H", "H", "H", "H", "C", "C", "C", "C", "C", "C", "C", "N", "C", "N", "C", "C", "C", "C", "C", "C", "C", "N", "C", "C", "C", "C", "C", "C", "C", "H", "H", "H", "H", "H", "H", "H", "H", "H", "H", "H", "H", "H", "H", "H", "H", "H", "H", "H", "H", "H", "H", "Br", "C", "C", "N", "C", "C", "C", "C", "O", "O", "H", "H", "H"],
  "xyz": [[-0.02, -0.91, 0.24], [3.44, -4.05, 0.43], [4.53, -3.04, 0.10], [5.66, -3.13, 1.13], [5.03, -3.33, -1.31], [4.05, -1.61, 0.12], [4.84, -0.61, -0.44], [4.35, 0.57, -0.05], [3.25, 0.34, 0.75], [2.67, 1.49, 1.61], [1.34, 2.07, 1.00], [1.43, 2.49, -0.31], [0.49, 3.44, -0.52], [-0.20, 3.59, 0.67], [0.33, 2.74, 1.55], [-0.30, 2.44, 3.17], [-1.30, 4.59, 0.93], [-0.81, 5.55, 2.00], [-1.56, 5.37, -0.36], [-2.58, 3.86, 1.34], [2.59, 1.07, 3.10], [3.72, 1.03, 3.89], [3.39, 0.44, 5.06], [2.04, 0.13, 4.99], [1.60, 0.52, 3.79], [-0.01, 0.43, 3.12], [1.26, -0.60, 6.05], [0.79, -1.93, 5.46], [0.08, 0.26, 6.50], [2.17, -0.87, 7.24], [3.06, -1.01, 0.83], [1.77, -1.76, 1.68], [3.86, -5.04, 0.24], [2.56, -3.92, -0.19], [3.13, -4.01, 1.47], [6.05, -4.15, 1.14], [5.28, -2.90, 2.12], [6.47, -2.45, 0.88], [5.25, -4.40, -1.38], [5.95, -2.81, -1.56], [4.27, -3.10, -2.05], [5.70, -0.83, -1.05], [4.70, 1.57, -0.24], [3.49, 2.37, 1.56], [2.16, 2.08, -0.99], [0.24, 3.99, -1.40], [0.12, 6.05, 1.69], [-0.63, 5.04, 2.95], [-1.57, 6.31, 2.18], [-0.68, 5.91, -0.70], [-1.92, 4.71, -1.15], [-2.34, 6.10, -0.16], [-2.62, 3.66, 2.41], [-2.64, 2.90, 0.82], [-3.44, 4.47, 1.09], [4.66, 1.43, 3.55], [3.99, 0.23, 5.92], [0.12, -1.79, 4.61], [0.25, -2.49, 6.22], [1.65, -2.53, 5.13], [-0.65, 0.42, 5.71], [0.44, 1.23, 6.86], [-0.42, -0.24, 7.33], [2.99, -1.54, 6.99], [1.57, -1.35, 8.01], [2.56, 0.06, 7.67], [-0.17, 2.12, -5.85], [-1.23, 1.06, -5.82], [-2.31, 1.10, -6.69], [-3.28, 0.11, -6.69], [-3.17, -0.96, -5.82], [-2.09, -1.04, -4.96], [-1.15, -0.01, -4.94], [-0.04, -0.07, -4.04], [0.00, -0.56, -2.76], [1.26, -1.12, -2.42], [1.06, -2.45, -1.89], [0.41, -2.54, -0.67], [-0.04, -3.77, -0.21], [0.21, -4.90, -0.97], [0.89, -4.81, -2.17], [1.30, -3.58, -2.67], [1.92, -3.48, -4.04], [-0.92, -0.60, -1.86], [-2.31, -0.37, -2.05], [-3.15, -1.44, -1.77], [-4.51, -1.34, -1.98], [-5.05, -0.15, -2.45], [-4.22, 0.93, -2.67], [-2.85, 0.86, -2.45], [-1.98, 2.06, -2.61], [-0.40, 2.87, -6.61], [0.82, 1.71, -6.10], [-0.07, 2.63, -4.89], [-2.39, 1.93, -7.39], [-4.12, 0.18, -7.36], [-3.91, -1.75, -5.82], [-1.97, -1.89, -4.30], [0.86, 0.07, -4.48], [1.90, -1.12, -3.20], [-0.58, -3.83, 0.72], [-0.14, -5.87, -0.61], [1.07, -5.71, -2.76], [2.08, -4.47, -4.46], [2.89, -2.97, -4.03], [1.27, -2.93, -4.73], [-2.70, -2.36, -1.40], [-5.15, -2.19, -1.77], [-6.11, -0.06, -2.61], [-4.64, 1.88, -3.00], [-2.60, 2.95, -2.73], [-1.32, 2.00, -3.47], [-1.37, 2.17, -1.71], [-6.74, -0.35, 4.38], [-5.80, 0.35, 2.90], [-6.37, 1.35, 2.13], [-5.76, 1.88, 1.08], [-4.55, 1.43, 0.78], [-3.90, 0.43, 1.49], [-4.55, -0.14, 2.57], [-2.52, -0.04, 1.10], [-2.22, -1.23, 1.33], [-1.73, 0.82, 0.59], [-7.35, 1.74, 2.38], [-4.07, 1.86, -0.09], [-4.08, -0.94, 3.12]],
  "lowdin_charge": [0.72, -0.06, -0.52, -0.02, -0.02, 0.02, -0.04, -0.05, 0.04, -0.54, 0.05, -0.02, -0.02, 0.04, -0.55, 0.79, -0.52, -0.02, -0.03, -0.04, 0.04, 0.00, 0.00, 0.04, -0.63, 0.72, -0.53, -0.02, -0.03, -0.04, -0.58, 0.78, 0.10, 0.05, 0.05, 0.10, 0.09, 0.09, 0.10, 0.08, 0.08, 0.12, 0.12, 0.13, 0.13, 0.12, 0.10, 0.05, 0.10, 0.09, 0.08, 0.10, 0.07, 0.05, 0.10, 0.14, 0.12, 0.06, 0.10, 0.09, 0.05, 0.10, 0.10, 0.09, 0.10, 0.09, -0.04, -0.23, -0.04, -0.07, -0.06, -0.02, -0.22, 0.15, -0.34, 0.11, -0.25, -0.29, -0.11, -0.08, -0.05, -0.23, -0.04, 0.12, -0.25, -0.03, -0.07, -0.08, -0.05, -0.23, -0.02, 0.08, 0.08, 0.07, 0.11, 0.11, 0.11, 0.12, 0.14, 0.10, 0.11, 0.11, 0.11, 0.08, 0.07, 0.08, 0.12, 0.11, 0.11, 0.12, 0.09, 0.05, 0.05, 0.74, -0.67, -0.19, 0.09, -0.11, -0.10, -0.05, -0.67, -0.05, -0.12, 0.10, 0.10, 0.12],
  "charge": 1,
  "max_force_ha_per_bohr": 0.020,
  "orbital_gap_ev": 7.314,
  "homo_ev": -9.73,
  "spin_multiplicity": 1,
  "total_energy_ha": -6521.9497,
  "relative_energy_ev": 0.2668
}

[6]
{
  "formula": "C19H35Br16ClFNO3",
  "method": "wB97M-V/def2-TZVPD",
  "symbols": ["O", "C", "F", "C", "N", "C", "O", "O", "Cl", "H", "H", "H", "Br", "C", "C", "Br", "H", "H", "H", "H", "Br", "C", "C", "Br", "H", "H", "H", "H", "Br", "C", "C", "Br", "H", "H", "H", "H", "Br", "C", "C", "Br", "H", "H", "H", "H", "Br", "C", "C", "Br", "H", "H", "H", "H", "Br", "C", "C", "Br", "H", "H", "H", "H", "Br", "C", "C", "Br", "H", "H", "H", "H", "Br", "C", "C", "Br", "H", "H", "H", "H"],
  "xyz": [[3.03, -3.62, -1.47], [2.40, -2.75, -1.01], [2.84, -2.12, 0.11], [1.07, -2.25, -1.51], [0.00, -2.82, -0.69], [-1.30, -2.61, -1.17], [-1.91, -1.59, -1.18], [-1.94, -3.70, -1.74], [-1.18, -5.19, -1.41], [1.01, -1.16, -1.56], [0.94, -2.63, -2.53], [0.08, -2.58, 0.29], [1.41, 0.98, -0.61], [2.54, 1.97, 0.63], [3.12, 1.07, 1.69], [1.79, 0.60, 3.04], [1.92, 2.77, 1.04], [3.33, 2.40, 0.02], [3.91, 1.58, 2.23], [3.50, 0.14, 1.29], [0.06, 2.98, -4.37], [-1.48, 1.91, -4.89], [-2.08, 1.19, -3.71], [-1.02, -0.36, -3.18], [-1.15, 1.23, -5.68], [-2.19, 2.62, -5.30], [-3.06, 0.79, -3.97], [-2.16, 1.82, -2.83], [-0.88, -0.68, 5.96], [-1.71, 1.08, 6.00], [-0.75, 2.16, 5.59], [0.51, 2.57, 7.02], [-2.10, 1.22, 7.00], [-2.54, 1.02, 5.30], [-1.28, 3.09, 5.40], [-0.16, 1.90, 4.72], [-2.99, 4.77, -8.02], [-4.56, 3.73, -8.54], [-5.16, 3.01, -7.36], [-4.10, 1.45, -6.87], [-4.25, 3.06, -9.33], [-5.27, 4.46, -8.93], [-6.14, 2.63, -7.60], [-5.22, 3.63, -6.47], [1.03, -8.27, -1.55], [2.85, -7.61, -1.70], [3.75, -8.62, -2.37], [4.23, -10.07, -1.16], [3.18, -7.35, -0.70], [2.78, -6.71, -2.30], [4.69, -8.15, -2.65], [3.30, -9.07, -3.24], [-4.21, 4.51, -3.89], [-4.21, 6.45, -4.08], [-2.80, 7.00, -4.07], [-2.06, 7.04, -2.27], [-4.82, 6.85, -3.28], [-4.68, 6.64, -5.04], [-2.80, 8.03, -4.41], [-2.12, 6.41, -4.68], [-3.72, -3.15, 8.76], [-1.85, -3.53, 8.41], [-1.67, -4.88, 7.76], [-1.85, -6.33, 9.05], [-1.32, -3.44, 9.35], [-1.52, -2.74, 7.74], [-0.66, -4.98, 7.37], [-2.39, -5.07, 6.97], [5.63, 4.02, 3.49], [5.53, 2.44, 4.62], [6.89, 1.82, 4.83], [7.46, 0.83, 3.25], [4.83, 1.76, 4.16], [5.13, 2.79, 5.57], [6.86, 1.09, 5.63], [7.66, 2.56, 5.03]],
  "lowdin_charge": [0.18, -0.44, 0.09, -0.17, 0.01, -0.68, -0.03, -0.43, 0.69, -0.05, 0.13, 0.15, 0.73, -0.66, -0.67, 0.64, 0.05, 0.06, 0.01, 0.04, 0.60, -0.76, -0.65, 0.86, 0.04, -0.04, 0.04, 0.05, 0.64, -0.67, -0.70, 0.60, 0.05, 0.06, 0.06, -0.02, 0.61, -0.68, -0.68, 0.70, 0.05, 0.06, 0.06, -0.01, 0.60, -0.69, -0.70, 0.60, 0.05, 0.05, 0.06, 0.05, 0.66, -0.68, -0.70, 0.61, 0.05, 0.06, 0.06, 0.05, 0.60, -0.71, -0.70, 0.60, 0.05, -0.03, 0.06, 0.05, 0.61, -0.69, -0.69, 0.61, 0.02, 0.06, 0.06, 0.05],
  "max_force_ha_per_bohr": 0.041,
  "orbital_gap_ev": 9.663,
  "homo_ev": -9.54,
  "spin_multiplicity": 1,
  "total_energy_ha": -42769.6620
}